This record from the Open Molecules 2025 dataset describes one molecule with the formula C2H6N2O2S. The level of theory is wB97M-V/def2-TZVPD.

The geometry in XYZ format:
```
13
Properties=species:S:1:pos:R:3
C 0.80531 2.23241 -0.36791
S 1.16535 0.54903 -0.96076
O 2.58784 0.33587 -0.86878
O 0.53597 0.29459 -2.23747
N 0.42770 -0.19688 0.26923
C -0.41171 -1.73300 -0.06645
N -0.91184 -2.44676 0.88884
H -0.04833 2.61570 -0.90683
H 0.58216 2.11926 0.68569
H 1.68287 2.85049 -0.50642
H -0.42081 -1.96504 -1.11453
H -1.35830 -3.33108 0.67944
H -0.82039 -2.13614 1.84347
```

Computed properties:
DFT total energy   -737.85440 hartree
ΔE to the lowest compared entry with this formula, charge and spin   390.3 kJ/mol
Strongest force on any atom   7.86 eV Å⁻¹
Orbital gap   8.57 eV
SMILES   CS(=O)(=O)/N=C/N